C28H26BrFIIrN4O4S | ωB97M-V with the def2-TZVPD basis set

Geometry as XYZ:
```
67
Properties=species:S:1:pos:R:3:nbo_charge:R:1
Ir -0.176 -0.235 0.751 0.886
O -1.481 -1.615 0.091 -0.550
N -1.125 -2.133 -1.110 0.001
C -1.632 -3.348 -1.400 0.051
C -1.398 -3.916 -2.620 -0.238
C -0.625 -3.217 -3.550 -0.130
C -0.111 -1.986 -3.222 -0.224
C -0.362 -1.429 -1.966 0.046
S 0.247 0.121 -1.482 0.006
H -2.215 -3.791 -0.608 0.249
H -1.807 -4.891 -2.838 0.251
H -0.423 -3.646 -4.522 0.243
H 0.502 -1.426 -3.914 0.246
F 2.950 5.767 1.806 -0.317
C 3.516 4.544 1.805 0.326
C 2.714 3.460 1.615 -0.199
C 3.253 2.169 1.647 -0.087
C 2.396 1.013 1.432 0.502
O 1.156 1.222 1.313 -0.638
C 3.039 -0.252 1.369 -0.337
C 4.385 -0.310 1.624 0.186
N 5.165 0.743 1.902 -0.331
C 6.576 0.538 2.176 -0.083
C 7.081 0.817 3.563 -0.425
C 6.972 -0.594 3.070 -0.403
C 4.624 2.021 1.880 0.189
C 5.434 3.150 2.050 -0.292
C 4.903 4.429 2.022 0.214
N 5.741 5.544 2.187 -0.476
C 5.321 6.897 1.834 -0.229
C 6.557 7.804 1.827 -0.237
N 7.752 6.978 1.447 -0.493
C 8.096 5.983 2.535 -0.222
C 6.789 5.537 3.193 -0.243
C 2.414 -1.595 1.055 0.778
O 3.089 -2.591 1.191 -0.599
O 1.200 -1.648 0.581 -0.685
H 1.653 3.596 1.455 0.266
H 4.865 -1.279 1.607 0.269
H 7.214 0.769 1.333 0.228
H 6.352 1.139 4.295 0.232
H 8.064 1.256 3.667 0.229
H 6.190 -1.210 3.492 0.239
H 7.876 -1.127 2.814 0.247
H 6.497 3.014 2.180 0.228
H 4.592 7.326 2.527 0.230
H 4.869 6.881 0.843 0.232
H 6.776 8.228 2.805 0.230
H 6.450 8.617 1.113 0.253
H 8.556 7.571 1.240 0.449
H 7.528 6.462 0.595 0.441
H 8.770 6.473 3.236 0.239
H 8.617 5.159 2.051 0.231
H 6.529 6.208 4.020 0.210
H 6.917 4.549 3.624 0.252
Br -2.035 1.495 1.265 0.261
C -2.465 1.271 3.121 -0.108
C -3.297 2.251 3.641 -0.213
C -3.680 2.186 4.970 -0.176
C -3.232 1.148 5.773 -0.176
C -2.399 0.174 5.250 -0.217
C -2.010 0.231 3.917 -0.209
I -0.796 -1.302 3.192 0.438
H -3.647 3.054 3.007 0.241
H -4.333 2.948 5.373 0.241
H -3.532 1.091 6.810 0.241
H -2.056 -0.638 5.876 0.239
```

As for the calculated total energy: -5076.147317 Eh. The HOMO energy comes out at -12.138 eV. Its lowest unoccupied orbital energy is -4.95 eV. The energy above the lowest of the compared OMol25 structures with the same formula, charge and spin is 0.9 kcal/mol. Its net charge is +2. Its HOMO-LUMO gap is 7.187 eV.

---

C28H26CdN4O2 | ωB97M-V with the def2-TZVPD basis set

Geometry as XYZ:
```
61
Properties=species:S:1:pos:R:3:nbo_charge:R:1
Cd 0.582 0.563 -0.310 1.704
O 2.864 -2.366 -2.446 -0.661
C 2.192 -1.429 -2.014 0.601
N 1.543 -1.283 -0.865 -0.852
C 1.608 -2.185 0.238 0.203
C 1.833 -3.554 0.108 -0.257
C 1.817 -4.389 1.223 -0.226
C 1.585 -3.863 2.484 -0.230
C 1.367 -2.499 2.641 -0.234
C 1.357 -1.648 1.539 0.086
N 1.033 -0.268 1.623 -0.831
C 1.205 0.512 2.682 0.607
O 1.569 0.246 3.827 -0.660
C 0.896 2.003 2.384 0.156
C 1.015 2.909 3.426 -0.217
C 0.773 4.251 3.191 -0.146
C 0.409 4.666 1.917 -0.260
C 0.299 3.711 0.932 0.041
N 0.536 2.412 1.152 -0.554
C 2.076 -0.188 -2.931 0.152
C 2.714 -0.237 -4.161 -0.217
C 2.666 0.864 -4.997 -0.148
C 1.973 1.996 -4.591 -0.262
C 1.355 1.972 -3.360 0.047
N 1.400 0.909 -2.544 -0.552
H 2.028 -3.954 -0.877 0.239
H 1.994 -5.452 1.099 0.209
H 1.581 -4.509 3.356 0.208
H 1.190 -2.078 3.621 0.242
H 1.305 2.520 4.392 0.262
H 0.870 4.973 3.991 0.223
H 0.209 5.705 1.688 0.227
H -0.006 3.984 -0.071 0.193
H 3.240 -1.147 -4.412 0.262
H 3.173 0.846 -5.956 0.223
H 1.914 2.883 -5.211 0.226
H 0.798 2.833 -3.006 0.190
C -1.841 -2.096 2.368 -0.612
C -1.936 -2.207 0.849 -0.258
C -3.091 -3.131 0.442 -0.592
C -2.081 -0.867 0.158 -0.017
C -1.799 -0.751 -1.208 -0.186
C -1.896 0.475 -1.861 -0.271
C -2.299 1.628 -1.179 -0.047
C -2.383 2.963 -1.883 -0.629
C -2.601 1.503 0.173 -0.217
C -2.489 0.282 0.831 -0.216
H -1.582 -3.069 2.795 0.226
H -2.802 -1.789 2.804 0.194
H -1.070 -1.381 2.676 0.228
H -1.003 -2.649 0.487 0.231
H -4.050 -2.703 0.759 0.201
H -2.980 -4.112 0.917 0.216
H -3.129 -3.281 -0.642 0.206
H -1.492 -1.632 -1.761 0.226
H -1.655 0.536 -2.917 0.224
H -1.412 3.474 -1.901 0.203
H -3.089 3.628 -1.381 0.224
H -2.704 2.845 -2.921 0.224
H -2.896 2.384 0.735 0.216
H -2.681 0.240 1.896 0.229
```

As for the calculated total energy: -1619.902676 Eh. The HOMO energy comes out at -7.154 eV. Its lowest unoccupied orbital energy is 0.08 eV. Its HOMO-LUMO gap is 7.238 eV.

---

C28H26ClN3O | ωB97M-V with the def2-TZVPD basis set

Geometry as XYZ:
```
59
Properties=species:S:1:pos:R:3:nbo_charge:R:1
C -0.440 -2.266 -2.260 -0.636
H -0.254 -2.977 -3.061 0.215
H -0.933 -1.393 -2.682 0.206
H 0.517 -1.957 -1.848 0.211
C -1.318 -2.931 -1.195 -0.205
N -1.799 -2.108 -0.101 -0.441
C -2.673 -1.033 -0.437 -0.028
N -2.009 0.273 -0.597 -0.489
C -2.796 1.409 -0.499 0.273
C -2.298 2.569 0.106 -0.307
C -3.091 3.693 0.196 -0.002
C -4.396 3.703 -0.273 -0.270
C -4.896 2.545 -0.841 -0.173
C -4.116 1.410 -0.957 -0.296
H -4.531 0.530 -1.422 0.217
H -5.911 2.529 -1.208 0.218
H -5.000 4.591 -0.190 0.228
Cl -2.440 5.116 0.933 0.004
H -1.294 2.588 0.501 0.239
C -0.625 0.332 -0.484 0.194
C 0.035 -0.581 0.322 -0.047
C 1.443 -0.490 0.456 0.165
N 2.156 0.390 -0.215 -0.417
C 1.548 1.238 -1.058 0.118
C 2.347 2.136 -1.792 -0.155
C 1.798 2.992 -2.704 -0.287
C 0.410 2.976 -2.940 0.305
C -0.398 2.121 -2.220 -0.265
C 0.139 1.261 -1.254 -0.036
H -1.455 2.124 -2.434 0.230
O -0.222 3.757 -3.860 -0.490
C 0.539 4.665 -4.619 -0.252
H 1.035 5.406 -3.983 0.176
H -0.173 5.172 -5.268 0.202
H 1.285 4.152 -5.234 0.175
H 2.438 3.669 -3.249 0.221
H 3.411 2.120 -1.614 0.226
C 2.220 -1.341 1.347 -0.194
C 1.821 -1.789 2.544 -0.199
C 2.604 -2.602 3.458 0.001
C 2.129 -2.803 4.757 -0.205
C 2.835 -3.566 5.665 -0.212
C 4.032 -4.156 5.293 -0.211
C 4.514 -3.974 4.007 -0.208
C 3.811 -3.208 3.098 -0.205
H 4.197 -3.084 2.098 0.208
H 5.445 -4.436 3.710 0.213
H 4.586 -4.755 6.001 0.213
H 2.451 -3.705 6.665 0.214
H 1.195 -2.345 5.053 0.206
H 0.846 -1.504 2.918 0.197
H 3.229 -1.515 1.001 0.216
C -0.807 -1.697 0.879 -0.265
H -1.354 -1.371 1.772 0.207
H -0.194 -2.561 1.140 0.228
H -3.422 -0.923 0.365 0.186
H -3.196 -1.286 -1.366 0.192
H -2.206 -3.350 -1.679 0.193
H -0.767 -3.761 -0.742 0.197
```

As for the calculated total energy: -1782.271399 Eh. The SMILES is CCN1Cc2c(/C=C/c3ccccc3)nc3ccc(OC)cc3c2N(c2cccc(Cl)c2)C1. The HOMO energy comes out at -7.549 eV. Its lowest unoccupied orbital energy is -0.02 eV. The energy above the lowest of the compared OMol25 structures with the same formula, charge and spin is 2.1 kcal/mol. Its HOMO-LUMO gap is 7.534 eV.

---

C28H26EuF5N5O2S2 | ωB97M-V with the def2-TZVPD basis set

Geometry as XYZ:
```
69
Properties=species:S:1:pos:R:3:mulliken_spin:R:1
Eu -0.020 0.696 0.194 6.959
C 2.899 0.704 1.564 0.022
N 2.255 -0.486 1.003 -0.015
C 3.061 -1.064 -0.061 0.009
C 1.872 -1.407 2.064 -0.010
C 2.758 -2.386 2.479 0.002
C 2.492 -3.210 3.567 0.001
C 1.322 -2.997 4.275 0.000
C 0.418 -2.024 3.879 -0.001
C 0.624 -1.225 2.740 0.000
N -0.210 -0.235 2.300 -0.009
C -1.513 0.020 2.673 -0.007
C -2.443 -0.941 3.101 -0.005
C -3.766 -0.617 3.354 0.000
C -4.217 0.682 3.192 0.002
C -3.322 1.654 2.765 0.003
C -1.996 1.351 2.496 -0.006
N -1.075 2.367 2.036 0.004
C -1.684 3.529 1.401 0.004
C -0.151 2.770 3.098 0.007
H 3.886 0.468 1.981 0.000
H 3.035 1.468 0.790 -0.001
H 2.271 1.109 2.358 -0.004
H 4.092 -1.287 0.243 -0.001
H 2.591 -1.977 -0.422 0.001
H 3.123 -0.351 -0.891 -0.003
H 3.693 -2.506 1.946 0.000
H 3.196 -3.976 3.860 0.000
H 1.102 -3.591 5.154 0.000
H -0.476 -1.871 4.468 0.000
H -2.119 -1.969 3.199 0.000
H -4.453 -1.392 3.673 0.000
H -5.248 0.942 3.389 0.000
H -3.664 2.671 2.629 0.000
H -2.408 3.213 0.653 0.000
H -0.905 4.102 0.895 0.000
H -2.172 4.193 2.128 0.000
H -0.673 3.337 3.880 -0.001
H 0.301 1.883 3.537 0.000
H 0.637 3.402 2.682 0.000
F 4.361 3.816 -4.637 0.000
C 3.124 3.432 -4.339 0.000
C 2.838 2.892 -3.099 0.000
F 3.805 2.759 -2.190 0.000
C 1.546 2.505 -2.798 -0.002
F 1.349 2.018 -1.550 0.022
C 0.497 2.606 -3.701 0.000
S -1.204 2.131 -3.485 0.003
C 0.825 3.155 -4.936 0.001
F -0.130 3.294 -5.862 0.000
C 2.103 3.568 -5.263 0.000
F 2.355 4.083 -6.462 0.000
N -2.627 -3.528 -4.945 0.000
C -2.322 -4.134 -3.781 0.000
S -2.772 -5.655 -3.399 0.000
C -1.545 -3.247 -2.852 0.001
C -1.869 -3.197 -1.507 0.001
C -1.157 -2.334 -0.690 0.012
N -0.153 -1.580 -1.138 0.016
C 0.172 -1.654 -2.427 0.004
C -0.493 -2.469 -3.324 -0.002
H -3.192 -4.026 -5.613 0.000
H -2.494 -2.538 -5.059 0.000
H -2.668 -3.809 -1.113 0.000
H -1.391 -2.238 0.366 -0.001
H 0.995 -1.029 -2.756 -0.005
H -0.179 -2.502 -4.359 0.000
O -1.672 1.614 -1.042 -0.002
O -1.218 1.022 -2.314 0.004
```

The multiplicity is 8. As for the calculated total energy: -3512.769205 Eh. Its expectation value of S² is 15.760. The HOMO energy (spin up / spin down) comes out at -6.243 / -6.581 eV. Its lowest unoccupied orbital energy (spin up / spin down) is -0.45 / -0.45 eV. The energy above the lowest of the compared OMol25 structures with the same formula, charge and spin is 0.0 kcal/mol. Its HOMO-LUMO gap (spin up / spin down) is 5.795 / 6.135 eV.